{
  "formula": "C49H132N4O15",
  "method": "ωB97M-V with the def2-TZVPD basis set",
  "largest_force_ev_per_a": 3.05,
  "charge": 0,
  "e_tot_ha": -3293.56759,
  "orbital_gap_ev": 9.41,
  "homo_energy_ev": -9.082,
  "lumo_ev": 0.332,
  "spin_multiplicity": 1,
  "e_above_lowest_kj_mol": 200.62,
  "species": ["C", "C", "C", "O", "H", "H", "H", "H", "H", "H", "H", "H", "C", "C", "C", "O", "H", "H", "H", "H", "H", "H", "H", "H", "C", "C", "C", "O", "H", "H", "H", "H", "H", "H", "H", "H", "C", "C", "C", "O", "H", "H", "H", "H", "H", "H", "H", "H", "C", "C", "C", "O", "H", "H", "H", "H", "H", "H", "H", "H", "C", "C", "C", "O", "H", "H", "H", "H", "H", "H", "H", "H", "C", "C", "C", "O", "H", "H", "H", "H", "H", "H", "H", "H", "C", "C", "C", "O", "H", "H", "H", "H", "H", "H", "H", "H", "C", "C", "C", "O", "H", "H", "H", "H", "H", "H", "H", "H", "C", "C", "C", "O", "H", "H", "H", "H", "H", "H", "H", "H", "C", "C", "C", "O", "H", "H", "H", "H", "H", "H", "H", "H", "C", "C", "C", "O", "C", "N", "H", "H", "H", "H", "H", "H", "H", "H", "H", "H", "H", "C", "C", "C", "O", "C", "N", "H", "H", "H", "H", "H", "H", "H", "H", "H", "H", "H", "C", "C", "C", "O", "C", "N", "H", "H", "H", "H", "H", "H", "H", "H", "H", "H", "H", "C", "C", "C", "O", "C", "N", "H", "H", "H", "H", "H", "H", "H", "H", "H", "H", "H"],
  "xyz": [[3.79079, 3.25709, 1.33013], [4.82371, 2.20713, 0.99966], [5.74657, 1.88170, 2.15012], [4.21929, 0.98404, 0.57613], [4.23256, 4.20650, 1.71188], [3.20544, 2.80197, 2.09598], [3.17602, 3.54002, 0.45622], [5.51743, 2.40315, 0.16890], [5.11926, 1.48387, 2.95998], [6.37038, 2.76183, 2.46096], [6.52086, 1.20448, 1.84741], [3.73065, 0.53319, 1.29670], [0.99332, 1.25167, 5.53842], [-0.03979, 1.65729, 4.48488], [-1.28219, 2.31186, 5.08110], [0.63637, 2.38944, 3.46979], [1.84519, 1.06889, 4.94394], [0.63297, 0.36925, 6.10508], [1.20189, 2.04151, 6.22812], [-0.39123, 0.68662, 4.06705], [-2.08179, 2.50974, 4.43390], [-0.86514, 3.31084, 5.40058], [-1.70854, 1.68698, 5.85830], [0.28881, 2.01588, 2.56490], [6.71717, 0.71710, -1.96806], [6.42015, -0.73916, -1.52290], [7.55596, -1.73421, -1.93604], [6.14460, -0.93425, -0.14988], [5.92223, 1.49090, -1.67256], [6.95276, 0.79382, -3.06366], [7.60408, 1.14715, -1.52402], [5.54289, -1.08989, -2.11461], [7.40435, -2.78366, -1.66049], [8.48013, -1.39801, -1.44056], [7.60214, -1.58416, -3.00814], [5.44474, -0.29874, 0.07474], [-2.69455, -1.31955, 5.56334], [-2.82063, -2.03978, 4.20397], [-1.65273, -2.94264, 3.88120], [-4.01271, -2.82967, 4.17927], [-1.69838, -0.89193, 5.68769], [-2.80097, -2.04713, 6.38735], [-3.35794, -0.45547, 5.73589], [-2.93227, -1.21005, 3.46506], [-1.73994, -3.35694, 2.92169], [-1.50243, -3.63353, 4.72389], [-0.71146, -2.36820, 3.86829], [-4.56922, -2.65573, 4.93291], [3.13118, 2.79467, -5.06105], [3.07672, 2.06400, -3.77413], [3.64900, 2.75612, -2.58336], [1.74420, 1.69522, -3.55446], [2.76191, 2.15685, -5.87050], [4.16065, 3.06645, -5.33940], [2.54591, 3.73868, -5.03772], [3.66036, 1.11154, -3.85053], [3.09595, 3.66074, -2.32976], [4.69908, 3.04524, -2.74229], [3.60213, 2.14183, -1.70154], [1.38473, 1.23932, -4.38431], [0.34924, 5.12493, -1.96793], [-0.72641, 4.04616, -1.99329], [-1.49920, 3.98006, -3.26937], [-0.18958, 2.86768, -1.59122], [0.61798, 5.26525, -0.90843], [-0.10718, 6.05262, -2.33146], [1.20093, 4.91071, -2.55517], [-1.43301, 4.36850, -1.24129], [-1.55789, 4.98349, -3.67022], [-2.50275, 3.61941, -3.11266], [-1.02782, 3.39125, -4.10302], [0.29774, 2.54704, -2.35885], [0.18051, -1.66998, -5.59778], [-0.28031, -0.37191, -6.11190], [-1.45527, 0.25671, -5.32334], [0.74283, 0.61327, -6.06807], [0.49113, -1.48852, -4.54959], [1.04474, -1.99869, -6.17376], [-0.61397, -2.45431, -5.72388], [-0.53898, -0.50633, -7.14624], [-1.92037, 1.11383, -5.85793], [-1.22512, 0.47558, -4.26237], [-2.25723, -0.52146, -5.20414], [1.50150, 0.28043, -6.47948], [-5.63376, -3.98911, 1.16621], [-7.16750, -4.31557, 1.19862], [-8.03959, -3.02907, 1.41100], [-7.58497, -4.99495, -0.00487], [-5.02652, -4.90526, 1.17142], [-5.24160, -3.41249, 2.01494], [-5.41872, -3.31353, 0.34369], [-7.38769, -4.99687, 2.01865], [-8.01982, -2.49803, 0.45311], [-7.58032, -2.35783, 2.17687], [-9.06978, -3.22854, 1.77358], [-7.18264, -4.53074, -0.76316], [-5.20149, 2.26117, 0.37751], [-4.05863, 2.83331, 1.08547], [-4.40320, 4.19768, 1.74603], [-3.70599, 1.83561, 2.08417], [-5.67343, 2.83067, -0.44853], [-5.98131, 2.19612, 1.17669], [-4.97267, 1.23290, 0.02922], [-3.14234, 2.85938, 0.49417], [-5.43806, 4.09296, 2.15579], [-4.44660, 5.02565, 1.05001], [-3.65910, 4.46910, 2.48868], [-4.29559, 2.08045, 2.81657], [-8.20458, -2.07810, -2.39941], [-6.85111, -2.44687, -2.93618], [-5.77638, -1.48402, -2.35147], [-6.58534, -3.77680, -2.43055], [-8.17419, -1.86732, -1.34913], [-8.91547, -2.87726, -2.58009], [-8.47756, -1.15982, -2.88198], [-6.81310, -2.48160, -4.02384], [-4.74350, -1.90773, -2.42385], [-5.88570, -1.37823, -1.27835], [-5.71430, -0.51287, -2.80582], [-5.66297, -4.02395, -2.73669], [3.12730, -5.70256, -0.77894], [4.51586, -4.95360, -0.74949], [5.55448, -5.86533, -0.07269], [4.86716, -4.55434, -2.07229], [2.30000, -5.12459, -1.32290], [2.74394, -5.93112, 0.24991], [3.30202, -6.63629, -1.35932], [4.33396, -4.05972, -0.07057], [5.73522, -6.74450, -0.69835], [5.32867, -6.01952, 1.03335], [6.50553, -5.28484, -0.09875], [4.64506, -3.63067, -2.08254], [-0.74507, 6.21029, 1.78107], [0.76807, 6.34861, 1.76845], [1.17813, 7.44215, 0.83235], [0.52570, 8.60446, 1.20709], [1.04027, 9.80053, 0.51677], [1.41824, 6.60446, 3.03036], [-0.97514, 5.32633, 2.36615], [-1.17459, 5.96633, 0.76039], [-1.29716, 7.05168, 2.14878], [1.16838, 5.39794, 1.31963], [0.90794, 7.08375, -0.20424], [2.24349, 7.49303, 0.84302], [0.64374, 10.69532, 1.04383], [0.63551, 9.82655, -0.44708], [2.15866, 9.86962, 0.61075], [1.03547, 7.43293, 3.48212], [1.22508, 5.81571, 3.72254], [5.05237, -1.62245, 4.36727], [4.36501, -2.70012, 3.54329], [3.89413, -2.23731, 2.19771], [3.28802, -0.95874, 2.37184], [2.03224, -0.95181, 3.07106], [5.21237, -3.87596, 3.18422], [5.92600, -1.18678, 3.88285], [5.14187, -2.08032, 5.38627], [4.39715, -0.73013, 4.44147], [3.49012, -3.01269, 4.09801], [3.25809, -2.95286, 1.67851], [4.74933, -2.03219, 1.55169], [2.23041, -1.18152, 4.13083], [1.30653, -1.65377, 2.66711], [1.64758, 0.02801, 2.87518], [6.08335, -3.52171, 2.88051], [5.34494, -4.42698, 4.00248], [-1.97503, -0.07229, -0.27610], [-0.85122, 0.09979, 0.83038], [0.54937, -0.12300, 0.15984], [0.83471, -1.41850, -0.39333], [2.14453, -1.44981, -0.87899], [-0.68490, 1.47396, 1.35309], [-1.73023, 0.67914, -1.08269], [-2.94171, 0.11235, 0.13365], [-1.87994, -1.05313, -0.65379], [-1.03066, -0.55225, 1.67410], [1.38918, 0.22344, 0.86522], [0.55456, 0.61390, -0.70315], [2.90496, -1.55790, -0.08915], [2.35345, -0.59550, -1.52635], [2.18796, -2.40965, -1.44768], [-1.54191, 1.91176, 1.74687], [-0.39618, 2.07352, 0.61299], [-1.25464, -4.54476, -0.51491], [-2.49395, -4.84161, -1.30513], [-2.48677, -4.30987, -2.70181], [-3.80673, -4.48573, -3.23803], [-3.87477, -4.21254, -4.63857], [-2.59194, -6.32692, -1.47841], [-1.22926, -5.16026, 0.35952], [-1.12758, -3.55848, -0.15627], [-0.35361, -4.75906, -1.03860], [-3.34910, -4.40276, -0.73812], [-1.77864, -4.91838, -3.26317], [-2.25410, -3.23179, -2.76125], [-4.90756, -4.35901, -5.03255], [-3.24455, -4.85709, -5.24735], [-3.75096, -3.12923, -4.79146], [-3.44382, -6.52159, -2.03161], [-2.52304, -6.80803, -0.61950]]
}